4 unconnected molecules or ions with the total composition C4H12O4, computed with wB97M-V/def2-TZVPD.

Last column: Mulliken charge in e.
Cartesian coordinates (Å):
C  3.05  0.74  2.54  -0.71
C  1.85  0.62  2.00  -0.11
C  1.33  1.17  0.74  -0.13
C  0.52  0.62  -0.15  -0.16
O  0.38  1.37  -1.30  -0.49
H  3.28  0.46  3.57  0.23
H  3.98  1.26  2.24  0.24
H  1.06  0.41  2.75  0.22
H  1.82  2.11  0.48  0.29
H  -0.17  -0.19  -0.02  0.29
H  0.24  0.79  -2.08  0.34
H  -0.84  -3.35  -2.65  0.30
H  -1.12  -2.53  -1.38  0.33
O  -0.48  -2.66  -2.08  -0.61
H  -2.00  4.04  0.90  0.31
H  -1.82  2.90  -0.08  0.30
O  -1.51  3.80  0.11  -0.62
H  -3.19  -4.55  -2.28  0.32
H  -3.39  -3.38  -1.23  0.32
O  -2.99  -3.62  -2.07  -0.66

Properties
**Energy relative to the best compared isomer or geometry (same formula, charge and spin)**: 67.33 kcal/mol
**SMILES**: C=C/C=C/O.O.O.O
**Lowest unoccupied orbital energy**: 0.256 eV
**HOMO energy**: -8.47 eV
**Total charge**: 0
**E_tot**: -12530.172 eV
**Frontier orbital gap**: 8.7 eV
**F_max**: 2.38 eV Å⁻¹

A single C7H13NOS molecule, computed with wB97M-V/def2-TZVPD.

Last column: Mulliken charge in e.
Cartesian coordinates (Å):
C  -4.32  0.30  0.11  0.53
C  -2.60  -1.29  0.77  -0.43
C  -0.15  0.25  0.43  -1.33
C  1.32  1.19  -1.43  -1.41
C  1.57  -1.10  -0.50  -1.69
C  2.25  0.82  0.84  -2.00
C  1.27  0.33  -0.15  1.91
N  -3.78  -0.53  0.76  -0.32
O  -5.03  1.08  -0.28  -0.37
S  -1.38  -0.73  -0.50  -0.12
H  -2.25  -1.24  1.73  0.31
H  -2.72  -2.43  0.67  0.31
H  -0.03  -0.31  1.35  0.42
H  0.73  0.67  -2.24  0.35
H  2.23  1.12  -2.12  0.38
H  0.92  2.29  -1.37  0.30
H  2.51  -1.06  -0.99  0.48
H  1.47  -1.92  0.21  0.36
H  0.77  -1.55  -1.26  0.36
H  3.17  0.46  0.55  0.49
H  2.06  0.52  1.83  0.46
H  2.37  1.89  0.79  0.42
H  -0.37  1.21  0.79  0.61

Properties
**Energy relative to the best compared isomer or geometry (same formula, charge and spin)**: 36.67 kcal/mol
**SMILES**: CC(C)(C)CSCN=C=O
**Lowest unoccupied orbital energy**: 0.671 eV
**HOMO energy**: -8.91 eV
**Total charge**: 0
**E_tot**: -21840.822 eV
**Frontier orbital gap**: 9.6 eV
**F_max**: 5.24 eV Å⁻¹

2 unconnected molecules or ions with the total composition C4H8O2, computed with wB97M-V/def2-TZVPD.

Last column: Mulliken charge in e.
Cartesian coordinates (Å):
C  2.39  -0.26  0.50  -0.74
C  2.35  0.54  -0.57  0.09
O  1.87  1.84  -0.49  -0.47
H  2.68  -1.28  0.37  0.27
H  2.31  0.17  1.49  0.25
H  2.52  0.19  -1.59  0.26
H  1.70  2.14  -1.39  0.34
C  -1.52  -0.02  -0.35  -0.61
C  -2.58  -0.48  0.31  0.13
O  -2.50  -1.33  1.38  -0.47
H  -1.68  0.78  -1.10  0.19
H  -0.53  -0.46  -0.27  0.20
H  -3.61  -0.25  0.09  0.23
H  -3.40  -1.59  1.63  0.35

Properties
**Energy relative to the best compared isomer or geometry (same formula, charge and spin)**: 62.51 kcal/mol
**SMILES**: C=CO.C=CO
**Lowest unoccupied orbital energy**: 0.822 eV
**HOMO energy**: -8.88 eV
**Total charge**: 0
**E_tot**: -8370.571 eV
**Frontier orbital gap**: 9.7 eV
**F_max**: 1.09 eV Å⁻¹

2 unconnected molecules or ions with the total composition C6H14N2O2, computed with wB97M-V/def2-TZVPD.

Last column: Mulliken charge in e.
Cartesian coordinates (Å):
C  3.08  0.89  1.67  -3.25
C  -0.47  -0.22  2.49  -1.50
C  1.70  0.24  1.38  -1.17
O  1.15  -0.07  0.38  1.31
N  0.99  0.16  2.55  0.15
H  3.21  1.07  2.75  0.84
H  1.43  0.36  3.42  0.86
H  -1.09  0.58  2.97  0.55
H  3.89  0.11  1.30  0.42
H  3.11  1.97  1.38  0.56
H  -0.90  -0.21  1.43  -0.07
H  -0.69  -1.26  2.97  0.45
C  -0.42  1.59  -1.79  -1.01
C  -1.54  -2.05  -1.49  -1.27
C  -1.60  -0.58  -1.85  0.80
O  -2.66  -0.04  -1.95  -0.54
N  -0.38  0.03  -1.91  -0.21
H  0.34  -0.64  -1.50  0.26
H  -0.06  1.95  -0.77  0.28
H  -0.61  -2.65  -1.67  0.33
H  0.24  2.01  -2.60  0.22
H  -1.48  1.99  -1.86  0.35
H  -1.80  -2.23  -0.41  0.19
H  -2.28  -2.67  -1.89  0.44

Properties
**Energy relative to the best compared isomer or geometry (same formula, charge and spin)**: 53.62 kcal/mol
**Lowest unoccupied orbital energy (spin up / spin down)**: 3.435 / 3.341 eV
**HOMO energy (spin up / spin down)**: 0.92 / -6.23 eV
**2S+1**: 2
**⟨S²⟩**: 0.750
**Total charge**: -1
**E_tot**: -13522.438 eV
**Frontier orbital gap (spin up / spin down)**: 2.5 / 9.6 eV
**F_max**: 5.27 eV Å⁻¹

14 unconnected molecules or ions with the total composition C20H71O23P3, computed with wB97M-V/def2-TZVPD.

Last column: Mulliken charge in e.
Cartesian coordinates (Å):
C  -3.86  2.78  0.81  -0.52
O  -2.61  3.30  1.15  -0.52
H  -4.27  2.11  1.58  0.22
H  -4.56  3.59  0.62  0.36
H  -3.85  2.11  -0.06  0.14
H  -1.88  2.66  1.01  0.31
C  5.39  1.52  -2.77  -0.54
O  4.57  2.03  -1.75  -0.40
H  6.06  0.71  -2.44  0.20
H  4.81  1.01  -3.55  0.12
H  6.03  2.29  -3.19  0.34
H  4.00  2.72  -2.11  0.37
C  -0.26  -3.48  3.10  -0.18
O  1.14  -3.29  3.29  -0.54
H  -0.45  -4.55  3.19  0.42
H  -0.77  -3.05  3.97  -0.03
H  -0.64  -3.09  2.16  0.04
H  1.62  -3.54  2.50  0.30
C  -2.66  -2.94  -2.05  -0.17
O  -1.90  -3.29  -3.19  -0.70
H  -3.41  -3.70  -1.78  0.35
H  -2.01  -2.90  -1.17  -0.09
H  -3.18  -1.99  -2.08  0.15
H  -1.38  -4.08  -3.01  0.36
C  -2.57  -1.54  -6.19  -0.68
O  -2.77  -1.25  -4.80  -0.58
H  -1.72  -2.22  -6.29  0.29
H  -3.49  -1.97  -6.60  0.24
H  -2.35  -0.61  -6.72  0.25
H  -2.47  -2.02  -4.28  0.42
C  -2.51  0.61  7.37  -0.37
O  -1.93  1.33  8.47  -0.53
H  -2.74  -0.43  7.57  0.28
H  -3.36  1.20  7.03  0.34
H  -1.75  0.60  6.58  -0.03
H  -2.47  1.11  9.24  0.30
C  -4.08  -0.97  0.98  0.02
O  -4.54  -2.32  0.84  -0.57
H  -3.35  -1.03  1.78  -0.22
H  -3.59  -0.48  0.13  -0.07
H  -4.90  -0.35  1.35  0.49
H  -5.38  -2.30  0.36  0.30
C  1.24  -0.28  7.11  -0.19
O  1.52  1.13  7.23  -0.51
H  2.16  -0.86  7.17  0.32
H  0.63  -0.56  7.97  0.35
H  0.64  -0.31  6.21  -0.23
H  1.84  1.33  8.11  0.27
C  3.79  1.03  3.81  -0.20
O  5.06  0.82  4.45  -0.55
H  3.67  2.08  3.57  0.29
H  3.80  0.44  2.89  0.12
H  2.98  0.66  4.44  0.06
H  5.15  -0.13  4.52  0.29
C  -2.43  2.25  -4.70  -0.02
O  -3.46  1.34  -4.35  -0.49
H  -2.80  3.27  -4.73  0.30
H  -1.60  2.24  -3.99  -0.28
H  -2.08  2.07  -5.73  0.25
H  -3.06  0.45  -4.38  0.33
C  -3.40  -2.40  5.14  -0.27
O  -4.41  -1.63  5.76  -0.50
H  -3.28  -3.36  5.64  0.40
H  -3.63  -2.51  4.08  0.26
H  -2.45  -1.87  5.20  -0.16
H  -5.21  -2.15  5.85  0.28
C  0.56  6.18  -3.39  -0.83
O  0.50  4.75  -3.52  -0.28
P  1.32  3.85  -2.46  -0.06
O  2.79  3.98  -2.51  -0.92
O  0.68  4.18  -1.05  -0.19
C  -0.76  4.13  -0.88  0.23
O  0.75  2.39  -2.77  1.31
C  1.32  1.64  -3.84  -0.89
H  -0.45  6.55  -3.38  0.27
H  1.19  6.54  -4.21  0.31
H  1.10  6.50  -2.50  0.37
H  -1.25  3.86  -1.81  0.19
H  -1.05  5.13  -0.55  0.40
H  -1.04  3.39  -0.14  -0.18
H  2.11  2.13  -4.40  0.47
H  0.50  1.38  -4.51  0.25
H  1.72  0.69  -3.49  0.01
C  3.28  -1.99  -5.06  -0.68
O  2.31  -2.44  -4.10  -0.24
P  2.72  -3.05  -2.69  0.48
O  3.09  -4.47  -2.66  -0.83
O  3.84  -2.01  -2.22  0.09
C  5.04  -2.50  -1.63  -0.92
O  1.42  -2.68  -1.82  0.32
C  0.90  -3.57  -0.84  -0.48
H  2.93  -1.03  -5.42  0.20
H  3.30  -2.73  -5.85  0.26
H  4.28  -1.89  -4.63  0.29
H  5.04  -2.33  -0.56  0.29
H  5.87  -1.89  -2.01  0.25
H  5.32  -3.51  -1.93  0.38
H  0.79  -3.03  0.10  -0.02
H  1.52  -4.46  -0.73  0.52
H  -0.10  -3.92  -1.10  0.05
C  -0.60  -0.19  -1.99  0.76
O  -0.93  -0.50  -0.63  0.39
P  -0.26  0.24  0.60  -0.98
O  -0.45  1.70  0.48  -0.95
O  -0.93  -0.43  1.87  0.91
C  -0.60  0.03  3.18  -1.04
O  1.27  -0.24  0.67  0.00
C  2.20  0.40  -0.20  -0.36
H  0.12  0.63  -2.02  -0.49
H  -1.47  0.18  -2.53  -0.18
H  -0.28  -1.11  -2.47  0.12
H  -0.49  1.12  3.22  0.58
H  0.34  -0.41  3.53  0.31
H  -1.40  -0.26  3.85  0.06
H  2.22  -0.13  -1.15  -0.22
H  3.20  0.39  0.22  0.39
H  1.91  1.44  -0.40  0.24

Properties
**Energy relative to the best compared isomer or geometry (same formula, charge and spin)**: 0.00 kcal/mol
**Lowest unoccupied orbital energy**: 0.253 eV
**HOMO energy**: -9.58 eV
**Total charge**: 0
**E_tot**: -96852.304 eV
**Frontier orbital gap**: 9.8 eV
**F_max**: 2.03 eV Å⁻¹

A molecular structure, C2H9NS, computed with wB97M-V/def2-TZVPD.

Last column: Mulliken charge in e.
Cartesian coordinates (Å):
C  0.51  -1.59  -0.92  -0.79
N  -0.27  -0.35  -1.19  -0.41
H  0.25  -1.96  0.07  0.29
H  0.32  -2.32  -1.70  0.33
H  1.55  -1.27  -0.95  0.34
H  0.30  0.54  -0.44  0.11
H  -1.26  -0.45  -1.03  0.29
H  -0.14  -0.07  -2.14  0.30
C  -0.35  1.48  1.73  -0.80
S  1.08  1.54  0.61  -0.45
H  -0.28  2.21  2.54  0.29
H  -1.29  1.73  1.23  0.26
H  -0.43  0.50  2.18  0.24

Properties
**Energy relative to the best compared isomer or geometry (same formula, charge and spin)**: 23.58 kcal/mol
**Lowest unoccupied orbital energy**: 0.523 eV
**HOMO energy**: -7.30 eV
**Total charge**: 0
**E_tot**: -14544.271 eV
**Frontier orbital gap**: 7.8 eV
**F_max**: 1.27 eV Å⁻¹

2 unconnected molecules or ions with the total composition C5H7Cl, computed with wB97M-V/def2-TZVPD.

Last column: Mulliken charge in e.
Cartesian coordinates (Å):
C  0.78  -1.78  0.40  -0.01
C  -0.31  -1.97  1.11  -0.08
C  -0.51  -1.27  -0.15  -0.37
C  0.55  1.75  -0.74  -0.78
C  -0.61  1.15  -0.04  -0.73
Cl  -1.01  -2.64  2.48  -0.16
H  1.83  -1.88  0.27  0.41
H  -1.02  -1.60  -1.04  0.26
H  0.65  1.36  -1.76  0.24
H  1.48  1.58  -0.20  0.27
H  0.40  2.83  -0.82  0.31
H  -1.56  1.23  -0.54  0.33
H  -0.65  1.25  1.03  0.31

Properties
**Energy relative to the best compared isomer or geometry (same formula, charge and spin)**: 118.17 kcal/mol
**Lowest unoccupied orbital energy (spin up / spin down)**: 0.935 / 0.935 eV
**HOMO energy (spin up / spin down)**: -7.20 / -7.19 eV
**Total charge**: 0
**E_tot**: -17815.354 eV
**Frontier orbital gap (spin up / spin down)**: 8.1 / 8.1 eV
**F_max**: 3.56 eV Å⁻¹

A single C7H11FO3 molecule, computed with wB97M-V/def2-TZVPD.

Last column: Mulliken charge in e.
Cartesian coordinates (Å):
C  2.87  0.44  -0.14  0.37
C  0.07  0.12  -0.11  -0.42
C  1.63  1.09  0.29  0.80
C  -2.74  0.44  0.91  -1.37
C  4.37  -1.28  0.39  -0.64
C  -0.98  0.97  -0.72  -0.25
C  -2.35  0.40  -0.53  -0.47
O  3.62  1.02  -0.88  -0.56
O  0.66  0.58  1.11  -0.38
O  3.04  -0.75  0.50  -0.26
F  1.52  2.36  -0.02  -0.26
H  0.28  -0.83  -0.53  0.45
H  -1.93  0.02  1.52  0.31
H  -3.53  -0.22  1.16  0.38
H  -2.79  1.38  1.26  0.44
H  4.78  -1.05  -0.62  0.32
H  4.33  -2.46  0.41  0.21
H  4.98  -0.97  1.35  0.25
H  -0.82  1.95  -0.16  0.24
H  -0.90  1.07  -1.84  0.22
H  -3.12  0.90  -1.05  0.31
H  -2.43  -0.66  -0.68  0.32

Properties
**Energy relative to the best compared isomer or geometry (same formula, charge and spin)**: 30.18 kcal/mol
**SMILES**: CCC[C@@H]1O[C@@]1(F)C(=O)OC
**Lowest unoccupied orbital energy**: 0.386 eV
**HOMO energy**: -8.68 eV
**Total charge**: 0
**E_tot**: -16293.528 eV
**Frontier orbital gap**: 9.1 eV
**F_max**: 5.06 eV Å⁻¹